[1]
{
  "formula": "C7H14",
  "method": "ωB97M-V/def2-TZVPD",
  "species": ["C", "C", "C", "C", "C", "C", "C", "H", "H", "H", "H", "H", "H", "H", "H", "H", "H", "H", "H", "H", "H"],
  "coordinates": [[-1.83656, 0.08352, 1.04945], [-0.80734, -0.72867, 0.29108], [0.67813, -0.69045, 0.58920], [1.32221, 0.18577, 1.64247], [0.15018, -0.12345, -0.70824], [0.12333, 1.37713, -0.92269], [0.41575, -0.89119, -1.98937], [-2.35418, -0.54963, 1.77867], [-2.59629, 0.50008, 0.37633], [-1.39672, 0.91767, 1.60484], [-1.17922, -1.71260, 0.00354], [1.17476, -1.65673, 0.49447], [2.31114, 0.51283, 1.29876], [1.46022, -0.35723, 2.58400], [0.74482, 1.08739, 1.86793], [-0.68509, 1.63950, -1.61652], [1.06491, 1.73042, -1.36148], [-0.04369, 1.93719, 0.00103], [0.48626, -1.97052, -1.81102], [-0.38888, -0.72187, -2.71662], [1.35627, -0.56917, -2.45584]],
  "lowdin_charge": [-0.064, -0.245, -0.244, -0.065, -0.478, -0.041, -0.047, 0.075, 0.080, 0.063, 0.132, 0.132, 0.081, 0.076, 0.060, 0.087, 0.085, 0.068, 0.080, 0.083, 0.081],
  "spin_multiplicity": 1,
  "e_above_lowest_ev": 0.718,
  "total_charge": 0,
  "total_energy_ha": -275.08987,
  "orbital_gap_ev": 10.51,
  "smiles": "C[C@@H]1[C@H](C)C1(C)C",
  "e_homo_ev": -9.45
}



[2]
{
  "formula": "C7H14Cl2O5P2S2",
  "method": "ωB97M-V/def2-TZVPD",
  "species": ["O", "S", "O", "C", "C", "P", "O", "Cl", "C", "C", "C", "C", "S", "C", "P", "O", "Cl", "O", "H", "H", "H", "H", "H", "H", "H", "H", "H", "H", "H", "H", "H", "H"],
  "coordinates": [[-2.15913, 1.28291, -4.00816], [-1.43922, 1.68444, -2.65872], [-0.90155, 3.11258, -2.90141], [-0.14232, 0.36707, -2.37945], [-0.87364, -0.74382, -1.38697], [-0.10902, -2.48954, -1.45378], [0.07901, -3.23607, 0.10871], [1.91412, -2.24510, -2.20289], [-1.30420, -0.16014, 0.08141], [-0.23320, -0.29380, 1.29080], [1.35267, -0.28813, 0.91559], [2.23766, -1.47537, 1.69595], [3.01514, -0.70490, 3.25980], [-2.04952, 1.27810, -0.10624], [-1.14997, 2.86925, 0.39777], [-1.01567, 2.99446, 2.16999], [0.92139, 2.89584, -0.21540], [-2.62257, 1.53158, -1.45253], [0.02105, -0.20421, -3.41234], [0.90117, 0.72879, -2.02319], [-1.92704, -0.91483, -1.93537], [1.06717, -3.49339, 0.15652], [-2.19138, -0.90665, 0.39436], [-0.37262, 0.48956, 2.18127], [-0.42338, -1.34545, 1.82805], [1.61460, -0.25707, -0.22190], [1.80114, 0.72223, 1.37017], [3.16825, -1.79955, 1.02982], [1.58077, -2.37295, 2.05660], [2.30542, -1.17040, 4.38796], [-3.01350, 1.24719, 0.60373], [-0.05162, 2.89736, 2.42985]],
  "lowdin_charge": [-0.372, 0.775, -0.368, -0.254, -0.481, 0.713, -0.407, 0.152, -0.283, -0.178, -0.295, -0.527, 0.600, -0.473, 0.751, -0.402, 0.230, -0.305, 0.126, 0.074, 0.133, 0.055, 0.157, 0.120, 0.118, 0.052, 0.055, 0.086, 0.068, -0.131, 0.168, 0.043],
  "spin_multiplicity": 1,
  "total_charge": 0,
  "total_energy_ha": -3050.62588,
  "orbital_gap_ev": 9.06,
  "smiles": "O=S1(=O)C[C@@H](P(O)Cl)[C@@H](CCCS)[C@@H](P(O)Cl)O1",
  "e_homo_ev": -9.38
}



[3]
{
  "formula": "C7H14Cl2OV",
  "method": "ωB97M-V/def2-TZVPD",
  "species": ["V", "Cl", "Cl", "C", "H", "H", "C", "C", "H", "C", "H", "C", "H", "H", "C", "H", "H", "C", "H", "H", "H", "H", "O", "H", "H"],
  "coordinates": [[0.25911, 0.52318, 1.49553], [-0.32300, 2.59228, 1.00142], [0.36273, 0.93657, 3.83139], [1.95985, -0.00974, 1.52912], [2.34644, -0.83109, 0.86522], [2.49124, 0.04928, 2.52373], [-1.26657, -0.26641, 0.00557], [-0.02151, -0.98043, -0.12994], [-2.07685, -0.73390, 0.59562], [0.91585, -0.67015, -1.27300], [0.05690, -1.97777, 0.28534], [0.68529, 0.74284, -1.83138], [1.96841, -0.77510, -0.96858], [0.80038, -1.37579, -2.10602], [-0.76836, 0.90893, -2.26090], [0.94234, 1.50124, -1.08329], [1.33539, 0.90948, -2.69736], [-1.73112, 0.71373, -1.06238], [-0.91643, 1.89803, -2.72837], [-1.01154, 0.18927, -3.04750], [-1.87617, 1.68347, -0.61146], [-2.72060, 0.45794, -1.49087], [-0.23791, -1.85925, 2.75472], [-1.18179, -2.05133, 2.76053], [0.00790, -1.57526, 3.64290]],
  "lowdin_charge": [0.093, 0.036, -0.115, -0.311, -0.035, -0.046, -0.223, -0.253, 0.098, -0.231, 0.091, -0.227, 0.080, 0.106, -0.209, 0.062, 0.102, -0.262, 0.106, 0.097, 0.013, 0.103, -0.113, 0.047, -0.008],
  "s2": 2.22,
  "spin_multiplicity": 3,
  "e_above_lowest_ev": 0.392,
  "total_charge": -1,
  "total_energy_ha": -2214.76357,
  "orbital_gap_ev": [6.68, 6.77],
  "e_homo_ev": [-3.60, -3.68]
}